1.
The following is a DFT calculation (the ωB97M-V functional and the def2-TZVPD basis) of an isolated molecule of C2H3N3O at a distorted geometry.

Values from the calculation:
- frontier orbital gap (eV) = 8.916
- lowest unoccupied orbital energy (Eh) = -0.023

ORCA input file:
```
! RIJCOSX wB97M-V def2-TZVPD def2/J DEFGRID3
* xyz 0 1
O -1.7558 1.3499 -0.1726
C -0.6856 0.7423 -0.1016
N 0.5890 0.9958 0.1131
C 1.2616 -1.0272 -0.0038
N 0.1898 -1.5714 -0.1136
N -0.9925 -0.6560 -0.3525
H 0.7546 2.0067 0.2258
H 2.3382 -0.9413 0.0600
H -1.6993 -0.8988 0.3451
*
```



2.
The following is a DFT calculation (the ωB97M-V functional and the def2-TZVPD basis) of a structure of composition C47H43AuF9N3P.

Values from the calculation:
- frontier orbital gap (eV) = 6.479
- lowest unoccupied orbital energy (Eh) = 0.083

ORCA input file:
```
! RIJCOSX wB97M-V def2-TZVPD def2/J DEFGRID3
* xyz -1 1
Au -0.6207 -1.5657 -1.8011
C 0.4176 -0.5688 5.6451
C 1.5213 -1.4762 5.1780
C 2.5418 -1.8703 6.0323
C 3.5602 -2.7156 5.6133
C 3.5450 -3.1958 4.3129
C 2.5301 -2.8289 3.4429
C 1.5251 -1.9544 3.8585
N 0.4916 -1.5601 3.0072
C 0.4482 -1.6515 1.5973
N 1.6195 -1.2619 1.0185
C 2.1842 -1.2992 -0.3009
C 1.4590 -1.5225 -1.4828
C 2.2504 -1.5683 -2.6476
C 3.6189 -1.3570 -2.6703
C 4.2774 -1.0822 -1.4818
C 3.5764 -1.0569 -0.2878
C 4.3360 -0.7570 0.9855
N -0.6140 -1.9974 0.9913
C -1.6960 -2.5180 1.7089
C -1.6457 -3.8236 2.2077
C -2.7323 -4.3802 2.8593
C -3.8958 -3.6386 3.0238
C -3.9476 -2.3436 2.5319
C -2.8662 -1.7645 1.8723
C -2.9338 -0.3465 1.3743
H 0.6140 -0.2147 6.6561
H -0.5475 -1.0849 5.6582
H 0.3110 0.2986 4.9900
H 2.5415 -1.4921 7.0485
H 4.3488 -2.9999 6.2974
H 4.3175 -3.8730 3.9708
H 2.5054 -3.2280 2.4366
H -0.4156 -1.4332 3.4248
H 2.2935 -0.9926 1.7147
H 1.7491 -1.7552 -3.5909
H 4.1662 -1.3764 -3.6065
H 5.3443 -0.8850 -1.4752
H 5.3848 -0.5731 0.7553
H 4.2998 -1.5828 1.7023
H 3.9575 0.1371 1.4955
H -0.7376 -4.3961 2.0589
H -2.6764 -5.3987 3.2240
H -4.7538 -4.0682 3.5255
H -4.8534 -1.7578 2.6499
H -3.9254 -0.1171 0.9808
H -2.1961 -0.1905 0.5874
H -2.7234 0.3662 2.1785
C -2.8133 -4.1661 -1.6041
C -3.0490 -3.1918 -2.7561
C -4.5170 -3.2605 -3.1880
C -2.6382 -1.7599 -2.3784
H -3.1061 -5.1875 -1.8701
H -3.4008 -3.8618 -0.7305
H -1.7622 -4.1688 -1.3099
H -2.4340 -3.5128 -3.6049
H -5.1650 -2.9933 -2.3462
H -4.8013 -4.2631 -3.5264
H -4.7185 -2.5566 -3.9997
H -3.3185 -1.4455 -1.5647
H -2.8866 -1.1104 -3.2300
F -0.2592 6.2315 3.5873
C 0.5346 5.1466 3.6138
F 0.2752 4.4971 4.7648
F 1.8022 5.6013 3.7147
C 0.3497 4.2667 2.4150
C -0.1965 4.7729 1.2467
C -0.3270 3.9569 0.1310
C 0.0816 2.6271 0.1626
C 0.6152 2.1341 1.3593
C 0.7657 2.9435 2.4724
P -0.1300 1.3212 -1.1590
C -1.4079 2.1453 -2.2080
C -2.6908 1.6120 -2.1426
C -3.7496 2.2170 -2.8089
C -3.5227 3.3589 -3.5582
C -2.2400 3.8865 -3.6635
C -1.1935 3.2797 -2.9942
C -4.6452 4.0353 -4.2865
F -4.5840 5.3780 -4.1639
F -5.8541 3.6571 -3.8430
F -4.6211 3.7801 -5.6121
C 1.3798 1.6535 -2.1540
C 2.5830 2.0066 -1.5460
C 3.7359 2.1619 -2.2945
C 3.6998 1.9671 -3.6679
C 2.5162 1.5956 -4.2872
C 1.3686 1.4295 -3.5295
C 4.9640 2.1249 -4.4529
F 5.8382 1.1234 -4.2195
F 5.6165 3.2658 -4.1414
F 4.7536 2.1499 -5.7811
H -0.5249 5.8029 1.2066
H -0.7581 4.3762 -0.7682
H 0.9114 1.0904 1.4076
H 1.1811 2.5457 3.3894
H -2.8513 0.6982 -1.5873
H -4.7415 1.7898 -2.7509
H -2.0655 4.7665 -4.2699
H -0.1948 3.6889 -3.0918
H 2.6253 2.1561 -0.4740
H 4.6671 2.4312 -1.8119
H 2.4927 1.4294 -5.3554
H 0.4561 1.0978 -4.0102
*
```



3.
The following is a DFT calculation (the ωB97M-V functional and the def2-TZVPD basis) of a structure of composition C14H19Cl5MoN4O4S3 at a distorted geometry.

Values from the calculation:
- <S²> = 2.021
- frontier orbital gap (alpha / beta) (eV) = 7.491 / 6.951
- lowest unoccupied orbital energy (alpha / beta) (Eh) = -0.282 / -0.302

ORCA input file:
```
! RIJCOSX wB97M-V def2-TZVPD def2/J DEFGRID3
* xyz 2 3
Mo 0.1641 0.4304 -0.3653
Cl 0.1021 0.0903 2.1929
C 1.7914 0.0288 2.9039
Cl 2.9305 -0.9420 2.0023
H 1.6441 -0.4149 3.8780
H 2.1286 1.0538 2.9551
N 1.1111 -0.1651 -2.2686
H 1.9556 0.4039 -2.3124
H 0.5299 0.1228 -3.0522
H 1.3733 -1.1362 -2.4006
C -5.4283 1.4806 -2.6548
C -4.4671 1.4855 -3.8400
C -3.0402 1.1439 -3.4449
N -2.9689 -0.2513 -2.9373
C -2.7149 -0.6612 -1.7199
S -2.3200 0.4645 -0.4298
N -2.7426 -1.9752 -1.4320
C -2.4703 -3.0419 -2.3936
O -1.4413 -3.6481 -2.2322
C -3.4571 -3.2698 -3.4526
C -3.0796 -4.0527 -4.5456
C -3.9920 -4.2983 -5.5539
C -5.2777 -3.7708 -5.4662
C -5.6593 -3.0005 -4.3719
C -4.7485 -2.7472 -3.3618
H -6.4275 1.7860 -2.9642
H -5.0977 2.1728 -1.8756
H -5.5214 0.4852 -2.2057
H -4.4405 2.4721 -4.3049
H -4.8070 0.7909 -4.6149
H -2.6757 1.8041 -2.6660
H -2.3664 1.2153 -4.2972
H -3.2982 -0.9573 -3.5887
H -2.4682 -2.2042 -0.4897
H -2.0765 -4.4594 -4.5885
H -3.7090 -4.9048 -6.4046
H -5.9923 -3.9663 -6.2565
H -6.6680 -2.6130 -4.3028
H -5.0518 -2.1782 -2.4884
O -0.0024 2.0603 -1.7554
S 0.4759 2.9415 -0.5962
O -0.4068 2.3512 0.4902
O 0.4826 4.3312 -0.7903
S 2.1680 1.8932 -0.1338
Cl 1.2059 -4.3397 1.7169
C 0.1724 -4.1838 0.3174
Cl -1.4808 -4.6035 0.7090
Cl 0.7952 -5.0469 -1.0502
C 0.1702 -2.7234 -0.0224
N 0.1870 -1.6052 -0.2226
*
```



What are the energy above the lowest of the compared OMol25 structures with the same formula, charge and spin values for these records? In order: 3.793 0.000 1.005 eV.
What are the E values for these records? In order: -317.392915 -3357.063561 -4628.047496 Eh.